Entry from the OMol25 dataset: C9H24ClDyI2N2P2 as an isolated structure at a distorted geometry (ωB97M-V/def2-TZVPD).

Properties
charge = +2
multiplicity = 6
F_max = 0.087 hartree/bohr
Kohn-Sham gap (alpha / beta) = 6.310 / 5.759 eV

CARTESIAN COORDINATES (ANGSTROEM)
1 I -2.839951 -2.400731 0.212651
2 I -2.806078 2.120862 1.278497
3 Dy 1.119706 0.080198 -0.278264
4 P 0.911919 -0.669690 2.562561
5 C -0.347123 -0.999910 3.710187
6 C 2.001300 -2.181571 2.739972
7 H 2.469981 -2.296623 3.750096
8 H 2.454555 0.121190 4.414120
9 H 2.802290 -2.036966 1.980089
10 H 2.800218 0.787002 2.771199
11 H -0.980810 -1.853583 3.465846
12 H 1.319351 -3.039677 2.524013
13 C 1.992590 0.523611 3.483674
14 H 0.238811 -1.234663 4.614442
15 H 1.317263 1.371783 3.728145
16 H -0.995418 -0.149112 3.918034
17 P -0.443247 0.711145 -2.679283
18 C -2.117172 0.798557 -3.128119
19 C 0.231413 2.312571 -3.306335
20 H 1.326997 -0.527265 -3.721301
21 H 0.212866 0.019867 -5.054515
22 H -0.343647 -1.341278 -3.951613
23 C 0.259578 -0.402378 -4.017383
24 H 1.300715 2.316451 -3.018467
25 H 0.157793 2.446490 -4.407882
26 H -2.037624 1.091269 -4.189381
27 H -2.698012 1.549954 -2.591177
28 H -0.373289 3.084269 -2.785877
29 H -2.647319 -0.152382 -3.057691
30 Cl 3.629268 0.219752 -0.878401
31 C -5.336425 0.806853 0.470074
32 N -4.343117 -0.128297 1.075640
33 C -4.888875 -1.109155 2.072679
34 C -3.098265 -0.113854 0.760475
35 N -1.912339 -0.056761 0.417794
36 H -6.311418 0.619960 0.898469
37 H -5.388181 0.638944 -0.602307
38 H -5.022808 1.822518 0.665319
39 H -4.672002 -2.142743 1.752179
40 H -4.440536 -0.949890 3.072430
41 H -5.977931 -0.976553 2.165181

Cartesian forces (eV/Å) of the 3 atoms listed first:
I 1.8 -2.2 -1.3
I 2.9 3.4 0.6
Dy 0.6 0.0 -0.1

Charges in e, computed with Mulliken, in the same order as the atoms:
1. I -0.18
2. I -0.18
3. Dy 0.55
4. P 0.86
5. C -1.13
6. C -1.14
7. H 0.39
8. H 0.39
9. H 0.41
10. H 0.40
11. H 0.36
12. H 0.35
13. C -1.15
14. H 0.40
15. H 0.35
16. H 0.36
17. P 0.85
18. C -1.14
19. C -1.16
20. H 0.40
21. H 0.39
22. H 0.35
23. C -1.13
24. H 0.41
25. H 0.39
26. H 0.41
27. H 0.35
28. H 0.35
29. H 0.37
30. Cl -0.39
31. C -0.84
32. N -0.09
33. C -0.86
34. C 0.91
35. N -0.44
36. H 0.30
37. H 0.32
38. H 0.32
39. H 0.31
40. H 0.31
41. H 0.28

---

Entry from the OMol25 dataset: one molecule with the formula C3H4N4O2 at a distorted geometry (ωB97M-V/def2-TZVPD).

Properties
structure (SMILES) = O=[N+]([O-])Nc1cnc[nH]1
F_max = 0.075 hartree/bohr
Kohn-Sham gap = 9.403 eV

CARTESIAN COORDINATES (ANGSTROEM)
1 O 1.498840 -1.575985 0.858586
2 N 2.118361 -0.757333 0.209509
3 O 3.276124 -0.771692 -0.128856
4 N 1.340302 0.304824 -0.351984
5 C -0.013633 0.283152 -0.195395
6 C -0.943819 -0.245970 -1.086265
7 N -2.185865 -0.147868 -0.529937
8 C -1.983529 0.441875 0.600229
9 N -0.715657 0.780793 0.902835
10 H 1.658454 0.401926 -1.396043
11 H -0.796929 -0.661411 -2.032409
12 H -2.706636 0.707832 1.371643
13 H -0.546016 1.239855 1.778082

Cartesian forces (eV/Å) of the 3 atoms listed first:
O 0.8 0.6 0.3
N -1.2 -0.8 -1.0
O -0.1 0.0 0.5

Charges in e, computed with Mulliken, in the same order as the atoms:
1. O -0.54
2. N 1.03
3. O -0.58
4. N -0.38
5. C 0.21
6. C -0.31
7. N -0.61
8. C -0.14
9. N -0.02
10. H 0.35
11. H 0.44
12. H 0.33
13. H 0.21

---

Entry from the OMol25 dataset: C3H7FeMgO3 as an isolated structure at a distorted geometry (ωB97M-V/def2-TZVPD).

Properties
multiplicity = 6
F_max = 0.078 hartree/bohr
Kohn-Sham gap (alpha / beta) = 5.955 / 4.487 eV

CARTESIAN COORDINATES (ANGSTROEM)
1 O 2.773318 0.387988 0.509947
2 C 3.137813 0.591483 -0.813415
3 C 1.985757 1.171796 -1.626308
4 O 0.819410 0.390164 -1.318783
5 C -0.318520 0.627192 -2.083781
6 Fe 0.990378 -0.170477 0.657711
7 H 3.461333 -0.352111 -1.300153
8 H 3.986674 1.295927 -0.912591
9 H 2.180900 1.118806 -2.707533
10 H 1.772805 2.213283 -1.337347
11 H -1.738344 -0.171207 -1.400672
12 H -0.121308 0.574855 -3.159367
13 Mg -1.677274 -1.250074 1.176865
14 O -2.515623 -0.846679 -0.449409
15 H -0.814583 1.552140 -1.773351

Cartesian forces (eV/Å) of the 3 atoms listed first:
O -0.5 -0.3 0.5
C 0.3 0.2 -0.9
C 0.1 0.2 0.0

Charges in e, computed with Mulliken, in the same order as the atoms:
1. O -0.75
2. C -0.24
3. C -0.33
4. O -0.23
5. C -0.99
6. Fe 0.55
7. H 0.27
8. H 0.31
9. H 0.33
10. H 0.27
11. H 0.37
12. H 0.23
13. Mg 0.54
14. O -0.70
15. H 0.36

---

Entry from the OMol25 dataset: one molecule with the formula C6H8FNO2 at a distorted geometry (ωB97M-V/def2-TZVPD).

Properties
structure (SMILES) = C[C@]1([N+](=O)[O-])[C@H]2[C@H](F)C[C@H]21
F_max = 0.079 hartree/bohr
Kohn-Sham gap = 10.055 eV

CARTESIAN COORDINATES (ANGSTROEM)
1 C -1.790950 1.194284 0.530224
2 C -0.797391 0.155465 0.096347
3 N -1.330999 -1.159752 0.022605
4 O -2.527411 -1.262866 0.228758
5 O -0.606065 -2.103652 -0.233822
6 C 0.843019 0.395930 0.739444
7 C 1.717176 -0.763221 0.305884
8 F 3.043168 -0.535847 0.589693
9 C 1.356195 -0.451834 -1.162075
10 C 0.417254 0.649874 -0.676128
11 H -2.627919 1.193774 -0.166675
12 H -1.336281 2.179888 0.535039
13 H -2.189699 0.976694 1.520013
14 H 0.916366 1.020798 1.607267
15 H 1.481676 -1.761903 0.684075
16 H 0.903939 -1.264006 -1.722204
17 H 2.212772 -0.055729 -1.700902
18 H 0.315142 1.592100 -1.197551

Cartesian forces (eV/Å) of the 3 atoms listed first:
C 0.0 -0.2 0.0
C 3.4 1.9 1.3
N -0.4 -0.9 -0.2

Charges in e, computed with Mulliken, in the same order as the atoms:
1. C -1.42
2. C 0.50
3. N 1.04
4. O -0.63
5. O -0.64
6. C -0.74
7. C 0.38
8. F -0.35
9. C -1.02
10. C -0.02
11. H 0.39
12. H 0.39
13. H 0.34
14. H 0.45
15. H 0.31
16. H 0.26
17. H 0.37
18. H 0.40

---

Entry from the OMol25 dataset: an isolated ion of composition C5H8FN2 and charge +1 at a distorted geometry (ωB97M-V/def2-TZVPD).

Properties
charge = +1
structure (SMILES) = N[C@@H]1[NH2+]C=CC=C1F
F_max = 0.128 hartree/bohr
Kohn-Sham gap = 10.030 eV

CARTESIAN COORDINATES (ANGSTROEM)
1 N 2.017143 0.941040 -0.585387
2 C 1.018444 0.129196 -0.014497
3 N 0.139406 -0.491391 -1.050368
4 C -0.910495 -1.323555 -0.573237
5 C -1.588770 -0.932582 0.499112
6 C -1.259311 0.326776 1.201800
7 C -0.100672 0.890257 0.909770
8 F 0.319515 1.982986 1.581812
9 H 2.829661 1.044066 0.056172
10 H 1.592176 1.710937 -0.850764
11 H 1.249643 -0.765158 0.647280
12 H 0.681578 -0.949838 -1.703325
13 H -0.267792 0.304306 -1.462908
14 H -1.307561 -2.069193 -1.282888
15 H -2.462187 -1.669812 0.745243
16 H -1.950778 0.871965 1.882187

Cartesian forces (eV/Å) of the 3 atoms listed first:
N 2.6 -5.6 2.4
C -2.0 -0.4 3.5
N 0.1 1.1 1.2

Charges in e, computed with Mulliken, in the same order as the atoms:
1. N -0.55
2. C -0.03
3. N -0.02
4. C -0.57
5. C -0.16
6. C -0.22
7. C 0.09
8. F -0.25
9. H 0.31
10. H 0.23
11. H 0.39
12. H 0.31
13. H 0.36
14. H 0.38
15. H 0.30
16. H 0.43

---

Entry from the OMol25 dataset: a 4-piece molecular cluster, C3H14O3S overall at a distorted geometry (ωB97M-V/def2-TZVPD).

Properties
structure (SMILES) = CCSC.O.O.O
F_max = 0.070 hartree/bohr
Kohn-Sham gap = 8.793 eV

CARTESIAN COORDINATES (ANGSTROEM)
1 C 0.990876 -1.355733 -1.317102
2 C -0.018866 -1.152293 -0.072096
3 S -1.134918 0.204886 -0.490879
4 C -1.850930 1.219119 0.874676
5 H 1.878947 -2.046867 -1.200350
6 H 1.575195 -0.430152 -1.532661
7 H 0.576174 -1.548271 -2.267077
8 H 0.653370 -0.952978 0.784452
9 H -0.615460 -1.990761 -0.032759
10 H -2.058987 0.703044 1.804494
11 H -1.211241 2.054977 1.061691
12 H -2.810086 1.615684 0.481132
13 O -3.132146 -1.612619 -0.625957
14 H -2.714343 -1.599766 -1.470807
15 H -3.642941 -2.436656 -0.614513
16 O 2.703080 0.814570 1.698159
17 H 2.431900 1.694648 1.820851
18 H 3.589407 0.732596 2.053289
19 O 1.930003 2.184717 -0.306664
20 H 1.145182 2.598940 -0.606773
21 H 1.715787 1.302917 -0.041111

Cartesian forces (eV/Å) of the 3 atoms listed first:
C 1.8 1.4 1.3
C 3.0 1.5 -1.2
S 0.4 1.6 -0.9

Charges in e, computed with Mulliken, in the same order as the atoms:
1. C -1.06
2. C -0.52
3. S -0.20
4. C -0.83
5. H 0.33
6. H 0.26
7. H 0.37
8. H 0.29
9. H 0.49
10. H 0.30
11. H 0.30
12. H 0.28
13. O -0.58
14. H 0.32
15. H 0.27
16. O -0.62
17. H 0.32
18. H 0.28
19. O -0.64
20. H 0.31
21. H 0.32